# 1
This record from the Open Molecules 2025 dataset describes C8H25CdNO6 as an isolated structure in a non-equilibrium geometry. The level of theory is ωB97M-V with the def2-TZVPD basis set.

```
41
Properties=species:S:1:pos:R:3
Cd -0.65 -0.21 1.50
C 1.69 1.57 3.36
O 0.64 0.87 2.84
H 2.61 0.95 3.49
H 2.02 2.42 2.71
H 1.48 2.02 4.34
C -2.89 -1.82 -0.58
O -1.86 -1.44 0.24
H -2.80 -2.88 -0.89
H -3.88 -1.70 -0.11
H -2.91 -1.24 -1.53
C 1.17 -3.03 1.44
O 1.03 -1.66 1.06
C 1.73 -1.31 -0.12
C 1.81 0.21 -0.26
N 0.49 0.90 -0.25
C -0.16 0.91 -1.56
C 0.44 1.88 -2.57
O -0.47 2.15 -3.61
C -0.25 1.37 -4.78
H 2.18 -3.22 1.81
H 0.87 -3.69 0.62
H 0.48 -3.19 2.27
H 1.13 -1.70 -0.95
H 2.74 -1.71 -0.11
H 2.46 0.42 -1.11
H 2.32 0.58 0.64
H 0.68 1.82 0.13
H -1.20 1.20 -1.38
H -0.22 -0.10 -1.95
H 1.39 1.48 -2.96
H 0.72 2.84 -2.11
H -1.09 1.57 -5.44
H -0.21 0.30 -4.55
H 0.69 1.66 -5.26
O -2.10 1.58 1.46
H -2.26 2.13 2.23
H -2.83 1.73 0.85
O -1.56 -1.13 3.36
H -1.05 -0.94 4.16
H -2.36 -1.58 3.62
```

## Properties
- Calculated total energy: -993.6256 hartree

=====

# 2
This record from the Open Molecules 2025 dataset describes C2H3NO3 in the gas phase in a non-equilibrium geometry. The level of theory is ωB97M-V with the def2-TZVPD basis set.

```
9
Properties=species:S:1:pos:R:3
O -2.02 -0.21 0.06
C -0.81 -0.02 -0.03
N -0.09 1.08 0.19
O 1.22 0.80 -0.20
C 1.30 -0.61 0.24
O 0.13 -1.06 -0.23
H -0.67 1.87 -0.33
H 2.02 -1.04 -0.48
H 1.69 -0.91 1.16
```

## Properties
- SMILES string: O=C1NOCO1
- Calculated total energy: -358.3912 hartree

=====

# 3
This record from the Open Molecules 2025 dataset describes C4H9NO as an isolated structure in a non-equilibrium geometry. The level of theory is ωB97M-V with the def2-TZVPD basis set.

```
15
Properties=species:S:1:pos:R:3
C -1.33 -0.98 -0.01
C 0.05 0.81 1.42
C 0.10 -0.53 0.20
O 1.02 -1.31 0.40
H -1.34 -1.76 -0.77
H -1.71 -1.42 0.91
H -0.39 0.24 2.23
H 1.05 1.07 1.75
H -0.56 1.69 1.20
H -1.97 -0.14 -0.28
C 0.68 0.58 -1.56
N 1.90 0.38 -1.71
H 2.23 -0.42 -1.15
H 0.02 0.91 -2.36
H 0.25 0.88 -0.27
```

## Properties
- Calculated total energy: -287.6266 hartree